Here is one molecule with the formula C23H27N5S from the OMol25 dataset. Energies are from ωB97M-V with the def2-TZVPD basis set.

```
56
Properties=species:S:1:pos:R:3:forces:R:3:lowdin_charge:R:1
C -4.81457 -1.96803 -0.00108 0.0 0.2 0.2 -0.08
C -4.88928 -0.80883 1.00093 0.0 -0.1 0.0 -0.24
N -5.30098 0.47643 0.48306 -0.1 0.0 0.0 -0.21
C -6.65831 0.63430 0.02155 -0.1 0.0 -0.2 -0.24
C -6.96110 0.22828 -1.42847 0.1 0.0 0.3 -0.08
C -4.27627 1.21537 -0.21351 0.1 0.1 0.3 -0.27
C -3.52407 2.09572 0.79009 0.4 0.0 -0.3 -0.45
S -2.03213 2.84305 0.06211 -0.3 0.3 0.1 0.97
C -0.94676 1.48262 0.07987 0.3 -0.1 -0.1 -0.67
N -1.39057 0.34260 0.59730 -0.8 0.4 0.2 0.00
N -0.61718 -0.70912 0.64970 0.9 -0.9 0.0 0.11
C 0.60431 -0.59459 0.17495 -0.1 0.9 -0.2 -0.14
C 1.71586 -1.49311 0.06528 0.4 -0.1 -0.1 -0.09
C 1.91162 -2.81971 0.42092 0.2 0.2 -0.1 0.03
C 3.14391 -3.40346 0.17683 -0.1 -0.1 0.1 -0.28
C 3.40451 -4.83384 0.54245 0.1 0.0 0.0 -0.05
C 4.16124 -2.64979 -0.41628 -0.1 0.1 0.0 -0.04
C 3.98906 -1.32678 -0.78004 0.1 0.0 -0.1 0.01
C 2.75518 -0.74896 -0.53822 -0.2 -0.7 0.3 -0.14
N 2.32092 0.54167 -0.80859 0.0 0.2 -0.1 0.02
C 3.10454 1.60522 -1.38707 0.1 0.2 -0.1 -0.07
C 4.26270 1.98410 -0.49848 0.1 0.0 0.0 -0.22
C 5.55119 2.07675 -1.00475 -0.1 0.0 0.0 -0.05
C 6.60642 2.41651 -0.17590 0.1 0.0 0.0 -0.08
C 6.38257 2.65911 1.16808 0.1 0.0 0.0 -0.09
C 5.09882 2.56814 1.67982 -0.1 0.0 0.1 -0.07
C 4.04407 2.23480 0.85038 0.0 0.0 -0.1 -0.03
C 1.04914 0.65409 -0.37971 -1.1 -0.1 0.4 -0.22
N 0.26907 1.71535 -0.43351 0.3 -0.1 -0.1 0.15
H -4.30257 -2.80905 0.45945 0.1 -0.1 0.0 0.07
H -4.25473 -1.67297 -0.88527 0.1 0.0 -0.1 0.07
H -5.80556 -2.29635 -0.30404 -0.1 -0.1 -0.1 0.06
H -5.57827 -1.07790 1.80832 0.1 0.0 0.0 0.11
H -3.89680 -0.67061 1.43542 0.0 0.0 0.1 0.10
H -7.29750 0.05723 0.69476 -0.1 0.1 0.0 0.11
H -6.92192 1.69258 0.14113 -0.1 -0.1 0.0 0.11
H -6.33274 0.77889 -2.12447 0.0 0.1 -0.1 0.06
H -6.79761 -0.83268 -1.58761 0.0 -0.1 -0.1 0.05
H -8.00043 0.45463 -1.65535 -0.1 0.0 -0.1 0.07
H -3.55522 0.54778 -0.70058 -0.1 0.1 -0.1 0.10
H -4.71895 1.85505 -0.97920 0.0 0.0 0.0 0.11
H -4.14177 2.92859 1.12065 0.0 0.0 0.0 0.07
H -3.20410 1.50911 1.64786 -0.1 0.0 0.0 0.06
H 1.10859 -3.37503 0.88001 -0.1 -0.1 0.1 0.12
H 4.22828 -4.90022 1.25206 0.0 -0.1 0.1 0.08
H 2.52367 -5.28638 0.98947 0.0 -0.1 0.0 0.07
H 3.68043 -5.40770 -0.34136 0.0 -0.1 0.0 0.08
H 5.11689 -3.12123 -0.59464 0.1 0.0 0.0 0.11
H 4.79390 -0.76592 -1.22841 0.1 0.1 0.0 0.11
H 3.46675 1.29541 -2.37364 -0.1 0.1 0.1 0.13
H 2.42381 2.45414 -1.50862 0.1 -0.1 -0.1 0.13
H 5.73026 1.88674 -2.05406 0.0 0.0 -0.1 0.11
H 7.60528 2.48794 -0.58045 0.1 0.0 0.0 0.10
H 7.20631 2.91997 1.81558 0.1 0.0 0.1 0.10
H 4.91869 2.75982 2.72713 0.0 0.0 0.1 0.10
H 3.04137 2.17028 1.24814 -0.1 0.0 0.1 0.12
```
Positions in Å, forces in eV/Å.

The frontier orbital gap is 7.7345 eV. The net charge is 0. The calculation puts the energy above the lowest of the compared OMol25 structures with the same formula, charge and spin at 2.4 kcal/mol. Its SMILES is CCN(CC)CCSc1nnc2c3cc(C)ccc3n(Cc3ccccc3)c2n1. Its HOMO energy is -7.742 eV. The calculation puts the LUMO energy at -0.01 eV.


Here is C23H28As2O3RuSSe as an isolated structure from the OMol25 dataset. Energies are from ωB97M-V with the def2-TZVPD basis set.

```
59
Properties=species:S:1:pos:R:3:forces:R:3:lowdin_spin:R:1
Ru -0.28116 0.15496 -0.70681 0.6 0.5 -0.2 2.36
C -3.30652 -1.98272 -1.08259 0.0 0.0 -0.1 0.01
As -2.30009 -0.92708 0.16901 0.0 -0.2 0.2 0.02
C -3.62022 0.17987 1.01654 0.0 0.1 0.0 0.01
C -1.71232 -2.16356 1.52378 0.0 -0.1 0.1 0.00
C -2.58228 -3.10599 2.06214 0.1 0.0 0.0 0.00
C -2.13765 -3.96529 3.05746 0.0 0.0 0.0 0.00
C -0.82452 -3.89949 3.50733 0.0 0.0 0.0 0.00
C 0.05108 -2.96791 2.96842 -0.1 -0.1 0.0 0.00
C -0.39828 -2.09415 1.98473 0.0 -0.1 0.1 0.01
As 0.73304 -0.70087 1.31368 -0.1 -0.1 0.2 0.04
C 2.53355 -1.35276 1.21039 0.1 0.0 -0.1 0.01
C 0.76308 0.61504 2.71788 0.1 0.1 0.0 0.01
H -4.22508 -2.30488 -0.59743 0.0 -0.1 0.0 0.00
H -2.71602 -2.84336 -1.38487 0.0 0.0 0.0 0.00
H -3.54385 -1.37500 -1.95266 0.0 0.0 0.0 0.00
H -4.35935 -0.48091 1.46347 -0.1 0.0 0.1 0.00
H -4.08976 0.81528 0.26876 0.0 0.0 0.0 0.00
H -3.15925 0.79667 1.78311 0.0 0.0 0.1 0.00
H -3.60319 -3.18767 1.70843 0.0 0.0 0.0 0.00
H -2.81812 -4.68978 3.48494 0.0 0.0 0.0 0.00
H -0.48341 -4.57236 4.28318 0.0 0.0 0.0 0.00
H 1.07551 -2.93515 3.31842 0.0 0.0 0.0 0.00
H 2.92376 -1.42640 2.22295 0.1 -0.1 0.0 0.00
H 3.12867 -0.64292 0.63950 0.0 0.0 0.0 0.00
H 2.55001 -2.32383 0.72243 0.0 0.0 0.0 0.00
H 1.24998 0.15803 3.57693 0.0 0.0 0.1 0.00
H -0.25396 0.89969 2.97387 0.0 0.0 0.0 0.00
H 1.32053 1.49082 2.39083 0.0 0.0 0.0 0.00
C 0.78954 6.61406 2.66861 0.0 0.0 -0.1 0.00
C 0.64996 5.62402 1.54453 0.0 0.1 0.2 0.00
C -0.41051 4.72141 1.51152 -0.1 0.0 0.0 0.00
C -0.52704 3.79056 0.49303 0.1 0.1 0.0 0.00
C 0.42953 3.78529 -0.51573 0.1 0.0 0.2 0.00
C 1.50220 4.67543 -0.51363 -0.1 0.0 0.0 0.00
C 1.59704 5.58617 0.52050 0.1 0.0 0.0 0.00
S 0.41384 2.55332 -1.72874 0.0 -0.4 0.0 0.02
O 0.86173 3.02980 -2.98056 0.0 -0.1 0.0 0.01
O -0.95122 1.87673 -1.69517 0.1 0.1 0.1 0.11
O 1.26924 1.39706 -1.14870 -0.2 0.3 0.0 0.11
H -0.09859 6.63765 3.29656 0.0 0.0 0.0 0.00
H 0.96613 7.61764 2.28203 0.0 0.0 0.0 0.00
H 1.64444 6.35574 3.29583 0.0 0.0 0.0 0.00
H -1.16784 4.76458 2.28448 0.0 0.0 0.0 0.00
H -1.36749 3.11014 0.46282 0.0 0.0 0.0 0.00
H 2.23501 4.66142 -1.31003 0.0 0.0 0.0 0.00
H 2.42129 6.28884 0.53237 0.0 0.0 0.0 0.00
Se -0.17228 -1.15418 -2.92265 -1.0 -0.1 -0.6 0.78
C 0.91937 -2.33516 -3.78979 0.6 0.0 0.2 0.16
C 2.30522 -2.40853 -3.52444 -0.1 -0.2 -0.1 0.08
C 3.06619 -3.30578 -4.23454 0.0 0.0 0.0 0.00
C 2.46093 -4.12940 -5.19032 0.0 0.0 0.0 0.14
C 1.09078 -4.05541 -5.45021 0.0 0.0 0.0 0.00
C 0.30958 -3.15039 -4.76849 0.2 0.0 0.0 0.09
H 2.75282 -1.75628 -2.78766 0.0 0.0 0.0 0.00
H 4.13130 -3.37152 -4.06051 0.0 0.0 0.0 0.00
H 3.06849 -4.83089 -5.74717 0.0 0.0 0.0 0.01
H 0.64473 -4.69975 -6.19514 0.0 0.0 0.0 0.00
H -0.74854 -3.06084 -4.97264 0.0 0.0 0.0 0.00
```
Positions in Å, forces in eV/Å.

Its spin multiplicity is 5. The frontier orbital gap (spin up / spin down) is 7.9247 / 5.4199 eV. The net charge is +2. Its HOMO energy (spin up / spin down) is -14.404 / -14.410 eV. The calculation puts the LUMO energy (spin up / spin down) at -6.48 / -8.99 eV. The expectation value of S² is 6.040.


Here is a 2-piece molecular cluster, C23H28BFI2N2O10 overall from the OMol25 dataset. Energies are from ωB97M-V with the def2-TZVPD basis set.

```
67
Properties=species:S:1:pos:R:3:forces:R:3:lowdin_charge:R:1
C 2.71749 0.92925 1.11139 -0.5 0.0 -0.4 -0.07
C 2.76044 1.26842 -0.40622 0.7 0.2 0.4 -0.23
C 3.10964 0.06928 -1.30781 -0.6 0.3 0.2 -0.16
C 2.02784 -1.06856 -1.36562 0.5 0.8 -0.7 -0.09
C 0.66128 -0.57137 -0.97007 1.7 -1.1 -0.5 -0.15
C 0.24530 -0.93857 0.27828 -0.5 -0.3 1.0 0.08
C -0.97976 -0.53999 0.74565 -0.3 0.5 0.1 0.02
C -1.33251 -1.01849 2.14741 0.6 -1.7 0.9 -0.38
O -0.71547 -1.95035 2.60717 -0.7 1.1 -0.6 0.18
O -2.34422 -0.42597 2.86355 0.0 0.3 -1.2 0.08
C -1.80105 0.22637 -0.10736 -0.3 -0.5 1.2 -0.21
N -3.08237 0.67206 0.32197 0.7 0.5 -0.2 0.02
C -2.90293 1.96159 1.05665 -0.5 -0.3 0.3 -0.19
C -4.24789 2.67678 1.32774 0.8 0.7 -0.3 -0.21
C -4.37290 3.97022 0.46674 -0.4 -0.7 0.9 -0.12
C -1.35316 0.54057 -1.37400 -0.5 1.2 -0.1 -0.21
C -2.30620 1.31235 -2.23617 0.2 -0.9 -0.5 -0.68
I -2.16791 3.39207 -2.58374 0.2 -0.3 0.3 1.09
C -3.32959 0.65895 -2.78838 -0.4 0.4 -0.3 -0.75
C -4.38688 1.29099 -3.66486 -0.6 -1.1 0.3 -0.19
I -3.63857 -1.43007 -2.46072 0.2 0.6 -0.1 1.00
N -0.11007 0.15325 -1.78431 -0.4 0.5 0.2 0.14
C 0.39130 0.53128 -3.11560 0.0 -0.5 -1.6 -0.26
F 0.41944 1.89444 -3.22238 -0.1 0.1 0.5 -0.03
C -0.40261 -0.11995 -4.28181 0.4 0.6 -0.3 -0.14
C -0.56375 0.88406 -5.44187 0.1 -0.2 0.2 -0.07
H 3.52382 1.43027 1.64959 -0.1 -0.2 0.0 0.08
H 1.77118 1.25876 1.55739 0.2 0.0 0.0 0.07
H 2.80058 -0.15034 1.26577 0.1 0.2 0.1 0.05
H 3.57310 1.99334 -0.54049 -0.2 -0.1 -0.2 0.11
H 1.85870 1.80683 -0.72912 0.0 -0.3 0.0 0.09
H 3.26767 0.45312 -2.32352 0.2 -0.1 0.2 0.10
H 4.03914 -0.36233 -0.92816 -0.1 -0.1 -0.3 0.12
H 2.33058 -1.87113 -0.70088 -0.2 0.0 0.1 0.09
H 2.02411 -1.45474 -2.39153 -0.1 -0.2 0.2 0.12
H 0.88049 -1.55151 0.91142 0.1 0.1 -0.2 0.14
H -3.05901 -1.06232 2.99899 0.3 -0.2 0.5 0.14
H -3.46358 -0.02821 0.94392 -0.1 0.2 0.1 0.11
H -2.20342 2.56276 0.46642 -0.4 0.1 -0.1 0.09
H -2.39653 1.79486 2.01807 0.0 -0.2 -0.2 0.11
H -5.10477 2.02404 1.14100 0.2 -0.1 0.0 0.11
H -4.27106 2.94015 2.38985 0.0 0.0 -0.1 0.10
H -3.38596 4.37462 0.24357 -0.1 0.0 -0.2 0.03
H -4.92735 3.70642 -0.43622 0.2 0.5 -0.1 0.06
H -4.91173 4.72710 1.04446 -0.1 0.0 -0.3 0.07
H -5.27520 0.64993 -3.62911 0.1 0.2 0.0 0.05
H -4.08516 1.29564 -4.71792 0.2 0.3 0.2 0.09
H -4.70285 2.27066 -3.30790 0.3 0.0 -0.2 0.04
H 1.42189 0.21995 -3.25714 -0.1 0.0 0.7 0.13
H -1.35273 -0.53454 -3.95907 0.1 0.0 0.0 0.03
H 0.21834 -0.93146 -4.67561 -0.2 -0.1 0.3 0.12
H -1.19161 1.73466 -5.16744 -0.1 -0.2 -0.1 0.04
H 0.41299 1.29554 -5.71510 -0.1 -0.1 0.0 0.08
H -0.96815 0.36242 -6.31262 -0.1 0.2 0.1 0.08
B 3.94209 -3.35279 4.34694 0.1 -0.2 0.5 -0.86
O 4.85233 -4.24469 3.59368 -0.5 0.5 -0.3 0.24
C 4.72279 -3.97891 2.30344 0.9 -0.9 0.1 -0.40
O 5.31456 -4.51861 1.41271 -0.1 0.2 -0.1 0.15
C 3.69563 -2.87265 2.14201 -0.7 0.7 0.1 -0.37
O 3.33306 -2.38411 1.09734 0.0 -0.1 -0.2 0.09
O 3.25187 -2.51881 3.32355 0.3 -0.3 -0.2 0.24
O 2.97107 -4.12577 5.13816 0.3 0.4 0.0 0.23
C 3.11607 -3.79074 6.42021 -0.8 -0.7 0.0 -0.39
O 2.47867 -4.23831 7.32710 0.1 0.1 0.0 0.16
C 4.21863 -2.75221 6.52300 0.8 0.7 0.1 -0.39
O 4.60904 -2.23179 7.52570 -0.1 -0.1 0.0 0.16
O 4.68563 -2.51068 5.29778 -0.4 -0.3 -0.1 0.23
```
Positions in Å, forces in eV/Å.

The frontier orbital gap is 6.1923 eV. The net charge is 0. Its HOMO energy is -8.846 eV. The calculation puts the LUMO energy at -2.65 eV.


Number 1: DFT total energy -1564.5999 hartree. Number 2: DFT total energy -8484.3864 hartree. Number 3: DFT total energy -2475.3942 hartree.